C32H68ClO12PS6 | ωB97M-V with the def2-TZVPD basis set

HOMO level (eV): -7.76
SMILES string: CCC[C@H](C)[PH3][C@@H](Cl)CC.O=S1(=O)CCCC1.O=S1(=O)CCCC1.O=S1(=O)CCCC1.O=S1(=O)CCCC1.O=S1(=O)CCCC1.O=S1(=O)CCCC1
Strongest force on any atom (eV Å⁻¹): 2.82
Frontier orbital gap (eV): 8.0
Multiplicity: 1
Charge: 0

XYZ file:
```
120
Properties=species:S:1:pos:R:3:lowdin_charge:R:1
C -2.65506 0.31169 -1.73091 -0.1607
C -1.42263 0.09471 -2.78903 -0.2663
C -1.22036 -1.43969 -3.32422 -0.2335
C -1.38880 -2.60830 -2.18878 -0.5130
C -2.97788 -3.06445 -1.93519 -0.1414
P -0.44562 -2.26333 -0.54496 0.7944
C 0.61424 -2.01930 1.07013 -0.7779
Cl 2.45267 -1.90159 0.69538 0.5479
C 0.08490 -0.68909 1.93334 -0.2903
C 0.09484 0.69921 1.05557 -0.1423
H -2.52484 -0.26501 -0.72078 0.0349
H -2.70958 1.46662 -1.44027 0.0851
H -3.71010 0.01968 -2.20705 0.0909
H -1.69284 0.74903 -3.75032 0.1168
H -0.44781 0.59282 -2.34436 0.0775
H -1.92921 -1.68667 -4.25231 0.1156
H -0.10199 -1.51197 -3.73494 0.1112
H -0.87560 -3.58670 -2.64218 0.1058
H -3.58852 -2.77059 -2.90333 0.0780
H -3.41194 -2.40298 -1.05785 0.0366
H -3.07402 -4.21573 -1.67573 0.0776
H 0.04475 -3.64722 -0.55537 0.0351
H -1.66036 -2.03935 0.20430 0.0005
H 0.38578 -1.25421 -1.14876 0.0096
H 0.47963 -2.98513 1.71834 0.0824
H 0.88099 -0.56312 2.81319 0.1060
H -0.98692 -0.92262 2.40259 0.0888
H -0.65647 1.47051 1.57030 0.0698
H -0.27740 0.58190 -0.05404 0.0394
H 1.16109 1.22591 1.05749 0.0843
O 2.00308 0.45581 -3.11542 -0.3364
S 3.44234 0.32863 -3.20766 0.6649
O 4.08236 -0.58978 -4.12817 -0.3371
C 4.13882 1.95236 -3.44010 -0.2289
C 4.35933 2.47217 -2.02732 -0.2304
C 4.93899 1.29814 -1.23977 -0.2040
C 4.09613 0.06634 -1.56588 -0.2514
H 3.45603 2.57181 -4.02411 0.1090
H 5.08909 1.83615 -3.96975 0.1104
H 5.02825 3.33766 -2.01738 0.0788
H 3.40311 2.77737 -1.58580 0.1227
H 5.97697 1.12765 -1.55035 0.1208
H 4.94708 1.49736 -0.16360 0.1208
H 4.69711 -0.84648 -1.55579 0.0857
H 3.25269 -0.03519 -0.87743 0.0343
O -4.34936 -2.10735 3.91840 -0.3099
S -4.10591 -1.53613 2.61051 0.6770
O -2.97250 -1.92263 1.79415 -0.3823
C -5.59222 -1.69365 1.64010 -0.2291
C -6.38042 -0.43040 1.95264 -0.2135
C -5.36049 0.70725 1.94286 -0.2178
C -4.14933 0.24434 2.75087 -0.2235
H -6.12120 -2.60852 1.91248 0.0592
H -5.30163 -1.72579 0.58579 0.1061
H -7.18006 -0.26521 1.22469 0.1206
H -6.83723 -0.50884 2.94642 0.1237
H -5.05686 0.91597 0.90982 0.1136
H -5.78014 1.63054 2.35436 0.1160
H -3.21945 0.66251 2.35720 0.0915
H -4.25348 0.49843 3.80929 0.1081
O -8.16872 -6.11226 1.13238 -0.3158
S -6.91538 -5.78465 1.77886 0.6922
O -6.60697 -4.44545 2.23916 -0.3381
C -6.65772 -6.92667 3.12237 -0.2323
C -5.92594 -8.09810 2.48440 -0.2258
C -4.88228 -7.47858 1.55619 -0.2169
C -5.57615 -6.37762 0.75587 -0.2200
H -7.61575 -7.20728 3.56330 0.1109
H -6.03044 -6.42963 3.86838 0.1132
H -5.46655 -8.74377 3.23851 0.1187
H -6.62699 -8.70536 1.89942 0.1217
H -4.07283 -7.04457 2.15565 0.1223
H -4.43522 -8.22630 0.89365 0.1188
H -4.89551 -5.55180 0.53390 0.1023
H -6.00489 -6.76674 -0.17173 0.1098
O 5.34592 5.17985 -1.19130 -0.3345
S 4.87969 6.37487 -0.51996 0.6886
O 5.06717 6.58931 0.90107 -0.3285
C 5.49809 7.79506 -1.40101 -0.2369
C 4.43704 8.07443 -2.45499 -0.2277
C 3.09430 7.91336 -1.74385 -0.2121
C 3.15848 6.62217 -0.92973 -0.2283
H 6.47831 7.57330 -1.82642 0.1090
H 5.57427 8.62296 -0.68979 0.1098
H 4.55138 9.07359 -2.88538 0.1168
H 4.51437 7.34361 -3.26884 0.1207
H 2.93281 8.76528 -1.07222 0.1195
H 2.26083 7.89201 -2.45290 0.1196
H 2.57322 6.69718 -0.00974 0.0582
H 2.82272 5.76233 -1.51590 0.1118
O -0.89902 7.14020 1.59501 -0.3152
S 0.24987 6.34586 1.97609 0.6875
O 1.16394 5.78631 1.00047 -0.3389
C 1.18917 7.25606 3.18640 -0.2305
C 0.57449 6.85395 4.51878 -0.2240
C 0.35211 5.34468 4.43366 -0.2177
C -0.29493 5.05200 3.08098 -0.2228
H 1.11864 8.32657 2.98636 0.1121
H 2.23052 6.92750 3.11798 0.1135
H 1.22305 7.12222 5.35785 0.1196
H -0.38727 7.36212 4.65742 0.1222
H 1.31806 4.82942 4.49974 0.1222
H -0.27098 4.98040 5.25644 0.1180
H 0.01824 4.08194 2.68674 0.0972
H -1.38587 5.09505 3.14147 0.1089
O 3.72602 -6.34551 -0.16314 -0.3238
S 3.31600 -5.70972 -1.39756 0.6625
O 1.96113 -5.80072 -1.90402 -0.3429
C 3.79036 -3.99319 -1.33315 -0.2854
C 5.20565 -3.97350 -1.89109 -0.2212
C 5.18639 -4.90475 -3.10230 -0.2169
C 4.45859 -6.18223 -2.68708 -0.2299
H 3.72787 -3.62641 -0.30721 0.0179
H 3.10563 -3.43247 -1.97641 0.1043
H 5.51654 -2.96046 -2.16260 0.1035
H 5.90998 -4.35530 -1.14237 0.1234
H 4.64451 -4.42219 -3.92476 0.1221
H 6.19719 -5.12465 -3.45981 0.1159
H 3.90409 -6.61867 -3.52169 0.1047
H 5.15068 -6.92053 -2.27285 0.1055
```

***

C32H70FN10O4P2 | ωB97M-V with the def2-TZVPD basis set

HOMO level (eV): -9.22
Strongest force on any atom (eV Å⁻¹): 8.93
Frontier orbital gap (eV): 4.7
Multiplicity: 1
Charge: +1

XYZ file:
```
119
Properties=species:S:1:pos:R:3:lowdin_charge:R:1
C 5.24416 6.99422 2.81534 -0.1450
C 4.41963 6.97132 1.36028 -0.2328
C 3.94564 5.41821 1.14108 -0.2291
C 2.44168 5.25207 0.46841 -0.1439
C 1.34634 4.55116 1.52077 -0.0422
N 0.17176 5.38068 1.91356 0.1248
N -0.72877 4.82919 2.77128 -0.1245
C -1.94243 5.73170 3.10131 -0.1193
C -3.36577 5.12536 2.55938 -0.1812
C -3.29189 4.36476 1.10842 -0.1895
C -4.04502 2.87130 1.10742 -0.1397
C -2.98091 1.63469 1.38774 -0.1776
O -3.12423 0.51075 0.41144 -0.1320
C -2.87345 -0.78389 1.08484 -0.2748
C -1.39650 -1.49068 1.26306 -0.0108
O -3.93243 -1.42248 1.63824 -0.0213
C -0.75620 3.49354 3.46914 -0.0482
N -1.79712 2.99077 4.44375 0.1062
C 0.49877 2.43784 3.13985 0.0052
C 0.66210 0.94816 3.80046 -0.1537
C 1.50601 1.17281 5.22688 -0.1630
N 2.80068 0.71204 5.37377 0.0621
C 1.64263 2.99206 2.05157 0.0313
C 2.91096 2.07110 1.57819 -0.0926
C 2.41524 0.85941 0.53693 -0.2352
C 1.69894 1.48572 -0.83915 -0.0291
F 3.58528 -0.00494 0.14265 -0.1060
H 4.51846 7.30097 3.68062 0.0766
H 6.22850 7.65022 2.76038 0.0852
H 5.62214 5.89432 3.08438 0.0788
H 3.51733 7.71580 1.33698 0.1071
H 5.23768 7.28180 0.55229 0.1200
H 4.69215 4.77724 0.46620 0.1275
H 3.90437 4.87305 2.20066 0.1036
H 2.06619 6.36728 0.26680 0.1192
H 2.45999 4.73035 -0.58173 0.1115
H -1.98500 5.77765 4.27369 0.1276
H -1.74932 6.81464 2.70036 0.1454
H -3.83173 4.42032 3.40216 0.1119
H -4.13428 6.02277 2.45608 0.1311
H -3.94165 5.01958 0.35011 0.1235
H -2.21405 4.30340 0.65157 0.1056
H -4.45705 2.70060 -0.00015 0.1322
H -4.98808 2.85744 1.80368 0.1239
H -3.28549 1.17792 2.43810 0.1325
H -1.86343 1.99329 1.35066 0.1108
H -0.81132 -1.64372 0.25008 0.1061
H -1.57978 -2.57446 1.72733 0.0931
H -0.69271 -0.93222 2.01825 0.0550
H -1.37092 2.31156 5.14375 0.1054
H -2.20050 3.74504 5.04116 0.0946
H -0.39680 0.49824 4.01183 0.1130
H 1.33043 0.20338 3.17140 0.1072
H 0.93429 1.78067 6.06363 0.1211
H 3.10317 0.22376 4.48182 0.0436
H 3.37188 1.58426 2.56191 0.1255
H 3.76020 2.63860 1.00798 0.1240
H 1.61002 0.15315 1.00803 0.1179
H 0.54915 1.26934 -0.82090 0.0836
H 2.21524 1.10068 -1.81655 0.1005
H 1.83447 2.64808 -0.75018 0.0550
O 1.03878 0.91269 -4.42944 -0.3254
P 0.03577 0.37238 -5.47804 0.7552
N 0.99126 0.94025 -6.75607 -0.3603
C 0.68832 1.96110 -7.73403 -0.1289
C 2.30168 0.33225 -6.95969 -0.1327
N -1.16621 1.54491 -5.08783 -0.3245
C -1.76440 2.50187 -6.00148 -0.1432
C -1.12944 2.13833 -3.74526 -0.1489
N -1.11727 -0.24876 -6.68348 -0.2695
C -2.20714 -0.99120 -6.00546 -0.1419
C -0.59434 -1.17495 -7.70213 -0.1248
H -0.28264 1.80219 -8.20904 0.0654
H 1.40329 1.97538 -8.56614 0.0838
H 0.71570 2.95491 -7.28237 0.0743
H 2.21415 -0.58871 -7.53829 0.0615
H 2.77809 0.07887 -6.00696 0.0676
H 3.00019 0.99735 -7.48016 0.0823
H -1.12531 3.37492 -6.15806 0.0745
H -2.72281 2.86645 -5.60734 0.0796
H -2.02048 2.06656 -6.97018 0.0697
H -0.36122 2.91743 -3.67778 0.0786
H -0.92939 1.37644 -2.98528 0.0559
H -2.09226 2.58677 -3.47517 0.0748
H -1.81772 -1.87431 -5.48642 0.0811
H -2.97086 -1.31040 -6.72384 0.0846
H -2.72823 -0.37572 -5.26689 0.0737
H -0.02846 -1.99266 -7.24441 0.0897
H 0.04402 -0.66997 -8.43178 0.0749
H -1.40738 -1.60700 -8.29983 0.0889
O -0.54943 -5.09913 1.08700 -0.3230
P -0.50257 -6.20867 2.16602 0.7490
N 0.90641 -6.86813 1.49616 -0.3598
C 1.10096 -8.16104 0.87903 -0.1275
C 2.12920 -6.07388 1.54398 -0.1359
N -1.88221 -7.02738 1.53504 -0.3268
C -1.93348 -8.40656 1.08382 -0.1427
C -2.84146 -6.24105 0.74922 -0.1382
N -0.44869 -7.48417 3.40642 -0.2697
C -1.53466 -7.27538 4.39426 -0.1431
C 0.78365 -7.59656 4.20495 -0.1276
H 0.72360 -8.97607 1.50110 0.0658
H 2.16032 -8.40060 0.72359 0.0834
H 0.62503 -8.20056 -0.10297 0.0762
H 2.62738 -6.18996 2.50780 0.0594
H 1.91998 -5.00783 1.40742 0.0635
H 2.84133 -6.34605 0.75661 0.0825
H -1.54224 -8.52156 0.06949 0.0757
H -2.96895 -8.77338 1.07692 0.0814
H -1.40909 -9.09494 1.75061 0.0685
H -2.47972 -6.08262 -0.27341 0.0820
H -3.02522 -5.26774 1.21502 0.0669
H -3.81774 -6.73558 0.69108 0.0793
H -1.39876 -6.33169 4.93455 0.0781
H -1.56955 -8.09684 5.11897 0.0844
H -2.52121 -7.24842 3.92326 0.0752
H 1.07555 -6.62905 4.62578 0.0864
H 1.61911 -7.99402 3.62278 0.0746
H 0.65813 -8.31041 5.02933 0.0884
```